{"formula": "C56H153N14O28P9", "method": "ωB97M-V/def2-TZVPD", "gap_ev": [6.55, 1.93], "total_energy_ev": -222346.0288, "fmax_ev_per_a": 4.202, "multiplicity": 2, "total_charge": 1, "homo_ev": [-8.894, -8.894], "species": ["O", "P", "N", "C", "C", "N", "C", "C", "N", "C", "C", "H", "H", "H", "H", "H", "H", "H", "H", "H", "H", "H", "H", "H", "H", "H", "H", "H", "H", "O", "P", "N", "C", "C", "N", "C", "C", "N", "C", "C", "H", "H", "H", "H", "H", "H", "H", "H", "H", "H", "H", "H", "H", "H", "H", "H", "H", "H", "O", "P", "N", "C", "C", "N", "C", "C", "N", "C", "C", "H", "H", "H", "H", "H", "H", "H", "H", "H", "H", "H", "H", "H", "H", "H", "H", "H", "H", "O", "P", "N", "C", "C", "N", "C", "C", "N", "C", "C", "H", "H", "H", "H", "H", "H", "H", "H", "H", "H", "H", "H", "H", "H", "H", "H", "H", "H", "C", "N", "O", "O", "H", "H", "H", "C", "N", "O", "O", "H", "H", "H", "C", "C", "O", "P", "O", "O", "C", "C", "O", "C", "C", "H", "H", "H", "H", "H", "H", "H", "H", "H", "H", "H", "H", "H", "H", "H", "C", "C", "O", "P", "O", "O", "C", "C", "O", "C", "C", "H", "H", "H", "H", "H", "H", "H", "H", "H", "H", "H", "H", "H", "H", "H", "C", "C", "O", "P", "O", "O", "C", "C", "O", "C", "C", "H", "H", "H", "H", "H", "H", "H", "H", "H", "H", "H", "H", "H", "H", "H", "C", "C", "O", "P", "O", "O", "C", "C", "O", "C", "C", "H", "H", "H", "H", "H", "H", "H", "H", "H", "H", "H", "H", "H", "H", "H", "C", "C", "O", "P", "O", "O", "C", "C", "O", "C", "C", "H", "H", "H", "H", "H", "H", "H", "H", "H", "H", "H", "H", "H", "H", "H"], "positions_angstrom": [[-1.08, -4.97, 2.52], [-0.82, -6.46, 2.60], [-1.40, -7.29, 4.06], [-0.56, -7.28, 5.27], [-2.87, -7.34, 4.29], [0.84, -6.96, 2.51], [1.84, -6.01, 2.00], [1.37, -8.27, 2.85], [-1.49, -7.45, 1.35], [-1.74, -8.82, 1.49], [-1.38, -6.94, -0.05], [-1.30, -7.27, 6.08], [0.20, -6.50, 5.27], [-0.07, -8.25, 5.31], [-3.15, -6.34, 4.62], [-3.12, -8.21, 4.90], [-3.39, -7.56, 3.36], [2.62, -6.55, 1.46], [1.37, -5.29, 1.33], [2.32, -5.61, 2.89], [0.69, -9.12, 2.87], [2.04, -8.51, 2.02], [1.76, -8.28, 3.87], [-2.73, -8.96, 1.06], [-1.04, -9.35, 0.85], [-1.76, -9.21, 2.51], [-1.86, -7.58, -0.79], [-0.33, -6.90, -0.34], [-1.75, -5.91, -0.09], [0.56, 1.10, 1.15], [0.40, 0.13, 0.02], [-1.00, 0.37, -0.95], [-1.60, 1.72, -0.86], [-1.32, -0.37, -2.15], [0.35, -1.50, 0.57], [-0.92, -1.94, 1.20], [1.45, -1.84, 1.36], [1.63, 0.08, -1.16], [2.21, 1.41, -1.51], [1.75, -0.91, -2.23], [-1.21, 2.33, -1.68], [-1.31, 2.22, 0.06], [-2.68, 1.65, -0.96], [-0.57, -0.10, -2.89], [-2.32, -0.10, -2.49], [-1.21, -1.43, -1.94], [-1.81, -1.56, 0.69], [-1.00, -3.03, 1.14], [-0.98, -1.72, 2.26], [2.39, -1.63, 0.86], [1.53, -1.22, 2.26], [1.31, -2.88, 1.66], [3.25, 1.38, -1.84], [1.54, 1.89, -2.21], [2.23, 2.02, -0.61], [1.32, -0.53, -3.16], [1.20, -1.83, -2.01], [2.80, -1.11, -2.45], [6.95, 4.21, 2.09], [5.58, 3.77, 1.75], [5.39, 2.04, 1.88], [4.28, 1.28, 1.29], [6.06, 1.44, 2.95], [5.12, 4.14, 0.15], [4.58, 5.47, -0.18], [5.94, 3.64, -0.91], [4.31, 4.28, 2.82], [2.88, 3.90, 2.64], [4.43, 5.47, 3.70], [3.34, 1.33, 1.84], [4.49, 0.21, 1.21], [4.23, 1.65, 0.27], [6.04, 2.03, 3.86], [7.10, 1.36, 2.64], [5.67, 0.48, 3.31], [3.75, 5.73, 0.48], [5.44, 6.12, -0.01], [4.27, 5.66, -1.21], [5.57, 3.72, -1.93], [6.90, 4.15, -0.85], [6.11, 2.57, -0.79], [2.72, 3.57, 1.62], [2.59, 3.04, 3.25], [2.20, 4.68, 2.99], [3.72, 6.26, 3.43], [5.39, 5.95, 3.53], [4.36, 5.16, 4.74], [3.18, 3.64, -3.47], [2.78, 3.97, -4.85], [1.17, 3.48, -5.31], [0.08, 4.14, -4.72], [0.92, 2.14, -5.79], [3.73, 3.18, -6.01], [4.69, 2.08, -5.59], [3.74, 3.53, -7.44], [2.90, 5.59, -5.33], [3.99, 6.45, -4.81], [2.12, 6.19, -6.41], [-0.13, 3.69, -3.75], [-0.81, 4.12, -5.35], [0.35, 5.20, -4.67], [-0.12, 2.02, -6.08], [1.01, 1.36, -5.04], [1.61, 1.78, -6.55], [4.12, 1.36, -4.99], [5.09, 1.54, -6.45], [5.45, 2.50, -4.93], [4.29, 4.46, -7.65], [4.22, 2.73, -8.00], [2.78, 3.80, -7.88], [4.98, 6.11, -5.12], [3.89, 7.46, -5.23], [4.05, 6.43, -3.72], [2.80, 6.54, -7.18], [1.42, 6.92, -6.00], [1.48, 5.46, -6.89], [-4.48, 2.55, -3.86], [-3.42, 3.34, -4.62], [-3.01, 2.80, -5.66], [-2.95, 4.41, -4.15], [-5.23, 3.24, -3.46], [-3.88, 2.03, -3.11], [-5.07, 1.80, -4.38], [4.96, -3.32, 3.11], [5.31, -3.19, 1.64], [5.33, -2.13, 1.12], [5.43, -4.24, 1.09], [4.70, -2.31, 3.42], [5.89, -3.65, 3.57], [4.10, -3.98, 3.18], [-4.53, -0.28, 7.72], [-3.91, 0.53, 6.60], [-2.69, -0.21, 6.26], [-2.57, -1.09, 4.90], [-3.71, -1.97, 4.60], [-2.38, 0.07, 3.74], [-1.37, 1.09, 3.97], [-1.84, 2.35, 3.31], [-1.07, -1.71, 5.02], [-0.78, -3.06, 5.37], [-0.85, -3.13, 6.87], [-4.73, -1.29, 7.37], [-3.95, -0.30, 8.64], [-5.49, 0.19, 7.95], [-4.55, 0.65, 5.72], [-3.76, 1.52, 7.04], [-1.26, 1.37, 5.01], [-0.38, 0.77, 3.65], [-2.78, 2.70, 3.74], [-1.23, 3.24, 3.49], [-1.99, 2.19, 2.24], [-1.39, -3.68, 4.72], [0.26, -3.16, 5.06], [-0.25, -3.97, 7.21], [-0.35, -2.29, 7.35], [-1.85, -3.23, 7.29], [0.51, 4.79, 0.10], [-0.53, 4.81, 1.23], [-0.94, 6.16, 1.40], [-0.22, 7.12, 2.52], [1.22, 7.31, 2.35], [-1.19, 8.50, 2.57], [-0.87, 9.55, 3.45], [-2.22, 10.00, 4.01], [-0.55, 6.38, 3.93], [-1.92, 6.09, 4.22], [-1.96, 5.36, 5.48], [0.12, 5.09, -0.87], [1.41, 5.34, 0.38], [0.77, 3.74, -0.01], [-1.43, 4.26, 0.97], [-0.12, 4.36, 2.13], [-0.34, 9.27, 4.36], [-0.27, 10.29, 2.92], [-2.87, 10.41, 3.24], [-2.72, 9.26, 4.64], [-2.01, 10.95, 4.50], [-2.40, 7.07, 4.23], [-2.30, 5.53, 3.36], [-1.73, 5.92, 6.39], [-2.96, 4.96, 5.59], [-1.13, 4.67, 5.60], [6.00, -0.29, -1.66], [5.97, -1.66, -2.29], [6.96, -1.75, -3.33], [6.46, -2.46, -4.73], [6.00, -3.85, -4.52], [5.43, -1.38, -5.45], [4.62, -1.87, -6.54], [3.65, -0.83, -6.96], [7.81, -2.32, -5.69], [8.99, -3.08, -5.24], [10.04, -3.10, -6.39], [5.28, -0.23, -0.85], [6.98, 0.05, -1.33], [5.70, 0.40, -2.45], [6.08, -2.44, -1.53], [4.96, -1.84, -2.66], [5.20, -2.16, -7.42], [4.06, -2.71, -6.11], [3.23, -0.45, -6.03], [4.18, -0.07, -7.54], [2.81, -1.20, -7.54], [9.41, -2.69, -4.32], [8.72, -4.09, -4.90], [10.28, -2.11, -6.78], [10.98, -3.46, -5.98], [9.77, -3.79, -7.19], [-3.56, -5.68, -7.57], [-3.72, -4.58, -6.50], [-2.78, -4.85, -5.45], [-3.33, -5.37, -3.97], [-2.31, -5.92, -3.03], [-4.58, -6.39, -4.34], [-5.03, -7.31, -3.32], [-6.26, -6.70, -2.71], [-4.13, -4.08, -3.34], [-3.52, -2.86, -3.01], [-4.55, -1.80, -2.90], [-2.67, -5.42, -8.14], [-3.30, -6.65, -7.16], [-4.45, -5.81, -8.19], [-3.36, -3.61, -6.83], [-4.75, -4.36, -6.23], [-5.40, -8.21, -3.82], [-4.29, -7.57, -2.56], [-6.88, -6.07, -3.35], [-6.92, -7.50, -2.36], [-5.90, -6.10, -1.88], [-2.98, -2.96, -2.07], [-2.79, -2.51, -3.74], [-5.32, -2.18, -2.23], [-4.11, -0.95, -2.38], [-4.93, -1.50, -3.87], [-4.77, -0.07, 1.06], [-5.25, 0.59, 2.34], [-6.59, 0.93, 2.09], [-7.68, 1.05, 3.30], [-8.91, 1.64, 2.77], [-7.82, -0.49, 3.82], [-8.70, -1.33, 3.02], [-8.07, -1.64, 1.60], [-6.82, 1.74, 4.57], [-7.43, 1.92, 5.83], [-8.01, 3.31, 6.00], [-4.96, 0.67, 0.28], [-3.68, -0.12, 1.00], [-5.29, -1.01, 0.90], [-5.20, -0.13, 3.16], [-4.64, 1.44, 2.64], [-8.86, -2.29, 3.51], [-9.64, -0.80, 2.90], [-8.01, -0.77, 0.94], [-7.14, -2.19, 1.77], [-8.79, -2.29, 1.10], [-8.19, 1.14, 5.96], [-6.71, 1.78, 6.64], [-8.32, 3.45, 7.03], [-7.30, 4.07, 5.68], [-8.93, 3.29, 5.41]]}